The following is a DFT calculation (the ωB97M-V functional and the def2-TZVPD basis) of 2 unconnected molecules or ions with the total composition CH2O3S2.

CARTESIAN COORDINATES (ANGSTROEM)
C 0.11977 0.67840 -1.12164
O -0.29421 -2.55530 2.22072
O -1.21068 -0.96961 0.61559
O 1.03548 0.64811 -1.94575
S 0.03225 1.71542 0.31054
S -0.17577 -1.94077 0.96023
H -0.62229 -0.09010 -1.02639
H 1.11545 2.51384 -0.01331

- molar mass (g/mol) = 126.2
- energy above the lowest of the compared OMol25 structures with the same formula, charge and spin (kJ/mol) = 29.5
- energy (eV) = -28881.14126
- charge = 0
- multiplicity = 1
- frontier orbital gap (eV) = 8.517

These are the Mulliken partial charges, in e, on atoms 1 to 6: number 1, C, carries 0.02; number 2, O, carries -0.37; number 3, O, carries -0.45; number 4, O, carries -0.47; number 5, S, carries -0.18; number 6, S, carries 0.80


The following is a DFT calculation (the ωB97M-V functional and the def2-TZVPD basis) of 2 unconnected molecules or ions with the total composition CH2O4.

CARTESIAN COORDINATES (ANGSTROEM)
C 0.68346 0.45156 1.11465
H -0.33887 -0.88173 0.26685
H 0.25937 1.11875 0.34760
O 0.20917 -0.80697 1.07186
O 1.46874 0.88142 1.91002
O -1.39168 -0.66200 -2.82027
O -0.89019 -0.10102 -1.89071

- molar mass (g/mol) = 78.0
- energy above the lowest of the compared OMol25 structures with the same formula, charge and spin (kJ/mol) = 294.0
- SMILES string = O=CO.O=O
- energy (eV) = -9254.09040
- charge = 0
- multiplicity = 1
- frontier orbital gap (eV) = 7.832

These are the Mulliken partial charges, in e, on atoms 1 to 6: number 1, C, carries 0.26; number 2, H, carries 0.39; number 3, H, carries 0.22; number 4, O, carries -0.42; number 5, O, carries -0.43; number 6, O, carries -0.06


The following is a DFT calculation (the ωB97M-V functional and the def2-TZVPD basis) of CH2O4 in the gas phase.

CARTESIAN COORDINATES (ANGSTROEM)
C 0.23073 0.03175 -0.08614
O 1.43296 -0.33040 0.33283
O 0.82766 -1.10134 -0.84030
O 0.06263 1.15082 -0.77423
O -0.87778 -0.22591 0.63091
H -0.94081 1.37782 -0.56652
H -0.73540 -0.90276 1.30345

- molar mass (g/mol) = 78.0
- expectation value of S² = 2.0143
- energy above the lowest of the compared OMol25 structures with the same formula, charge and spin (kJ/mol) = 134.8
- energy (eV) = -9252.98034
- charge = 0
- multiplicity = 3
- frontier orbital gap (alpha / beta) (eV) = 8.195 / 9.926

These are the Mulliken partial charges, in e, on atoms 1 to 6: number 1, C, carries 0.87; number 2, O, carries -0.37; number 3, O, carries -0.23; number 4, O, carries -0.49; number 5, O, carries -0.51; number 6, H, carries 0.39


The following is a DFT calculation (the ωB97M-V functional and the def2-TZVPD basis) of 2 unconnected molecules or ions with the total composition CH2O4S.

CARTESIAN COORDINATES (ANGSTROEM)
C -0.04366 0.79839 0.44210
O -1.71557 -0.98456 2.62586
O 0.10607 -2.13188 1.70169
O 0.21444 0.66499 1.60333
O -0.25565 -0.71067 -0.46677
S -0.44300 -1.57539 2.92947
H -0.57661 1.48281 -0.15125
H -0.04426 -1.35398 0.16715

- molar mass (g/mol) = 110.1
- energy above the lowest of the compared OMol25 structures with the same formula, charge and spin (kJ/mol) = 213.0
- energy (eV) = -20092.03160
- charge = 0
- multiplicity = 1
- frontier orbital gap (eV) = 9.268

These are the Mulliken partial charges, in e, on atoms 1 to 6: number 1, C, carries 0.30; number 2, O, carries -0.35; number 3, O, carries -0.50; number 4, O, carries -0.40; number 5, O, carries -0.59; number 6, S, carries 0.77


The following is a DFT calculation (the ωB97M-V functional and the def2-TZVPD basis) of CH2O4S in the gas phase.

CARTESIAN COORDINATES (ANGSTROEM)
C -0.50204 0.88253 -1.16557
O -0.46114 -0.76377 1.50196
O 0.02988 -0.33518 -1.09782
O 1.76736 -0.85349 0.62642
O -0.74311 1.58112 -0.24065
S 0.47886 -1.38621 0.25348
H -0.36969 1.23480 -2.21681
H -0.20011 -0.35980 2.33899

- molar mass (g/mol) = 110.1
- energy above the lowest of the compared OMol25 structures with the same formula, charge and spin (kJ/mol) = 127.2
- energy (eV) = -20092.92092
- charge = 0
- multiplicity = 1
- frontier orbital gap (eV) = 11.022

These are the Mulliken partial charges, in e, on atoms 1 to 6: number 1, C, carries 0.20; number 2, O, carries -0.49; number 3, O, carries -0.33; number 4, O, carries -0.46; number 5, O, carries -0.42; number 6, S, carries 0.84


The following is a DFT calculation (the ωB97M-V functional and the def2-TZVPD basis) of a molecular structure, CH2O4S2.

CARTESIAN COORDINATES (ANGSTROEM)
C -0.23251 -0.17370 -0.34511
O -0.47679 1.98510 -1.81918
O 1.11414 0.24614 -2.56129
O 1.62720 4.08035 0.88713
O 1.86049 2.16279 -0.58888
S 0.30441 0.81306 -1.53003
S 1.96485 3.60578 -0.41859
H -0.73948 0.32445 0.45687
H 0.42779 -0.98265 -0.10948

- molar mass (g/mol) = 142.2
- energy above the lowest of the compared OMol25 structures with the same formula, charge and spin (kJ/mol) = 138.0
- energy (eV) = -30926.79364
- charge = 0
- multiplicity = 1
- frontier orbital gap (eV) = 7.653

These are the Mulliken partial charges, in e, on atoms 1 to 6: number 1, C, carries -0.56; number 2, O, carries -0.58; number 3, O, carries -0.53; number 4, O, carries -0.34; number 5, O, carries -0.38; number 6, S, carries 1.02